Record 1
Molecular formula: C13H11AuClN4O4S
Method: DFT, ωB97M-V/def2-TZVPD

Calculated values
E_LUMO in eV: -5.44
Net charge: +1

Last column: Mulliken charge in e.
Positions of all 35 atoms, in Å:
Au (0.47120, 0.87795, -2.18771)  0.965
Cl (-0.55347, 2.76391, -4.50656)  1.780
S (2.54802, 0.35164, -2.91213)  -0.262
O (-1.52064, 2.72412, -3.46065)  -0.723
O (-0.99307, 2.15531, -5.69334)  -0.546
O (0.59614, 1.84961, -3.94902)  -0.759
O (0.02358, 4.03033, -4.68633)  -0.544
N (4.05813, -1.36314, -1.59689)  -0.392
N (2.13232, -0.86993, -0.50133)  -1.110
N (-1.38617, 1.00940, -0.99522)  -0.601
N (0.95209, -0.18416, -0.56040)  0.335
C (-3.17472, 1.39526, 1.10828)  -0.624
C (1.49666, -0.84651, 2.40695)  -0.146
C (0.36409, -1.06259, 1.62611)  -0.004
C (-1.13600, 0.49739, 0.24228)  0.538
C (0.11365, -0.26027, 0.41733)  0.867
C (0.78120, -2.59003, 3.89816)  -0.421
C (-0.34080, -2.81606, 3.11309)  -0.756
C (2.89682, -0.70892, -1.53756)  0.764
C (-2.53623, 1.65181, -1.17770)  -0.423
C (-3.45746, 1.85465, -0.15611)  -0.599
C (-0.56044, -2.04388, 1.98443)  -0.104
C (1.69241, -1.60186, 3.55021)  -0.734
C (-1.99221, 0.68954, 1.30558)  -0.310
H (2.56090, -1.42302, 4.16897)  0.408
H (-4.37238, 2.38395, -0.37833)  0.416
H (-1.73507, 0.28883, 2.27409)  0.499
H (4.68372, -1.26604, -2.37689)  0.181
H (-1.04622, -3.59065, 3.38022)  0.412
H (2.21178, -0.08529, 2.12709)  0.462
H (0.94634, -3.18605, 4.78554)  0.419
H (-2.74084, 2.01290, -2.16802)  0.802
H (-3.85405, 1.56792, 1.93159)  0.464
H (-1.43790, -2.21685, 1.37356)  0.512
H (4.30861, -1.98926, -0.84929)  0.234

Record 2
Molecular formula: C13H11BrCl2InNO4
Method: DFT, ωB97M-V/def2-TZVPD

Calculated values
E_LUMO in eV: -8.69
Net charge: +2

Last column: Mulliken charge in e.
Positions of all 33 atoms, in Å:
In (-0.66266, 0.04390, -0.59902)  0.663
Br (-3.41080, 0.90210, 0.90487)  -0.132
Cl (-0.09967, 1.62597, 2.42789)  -0.128
Cl (-0.54958, 3.42316, 0.14795)  -0.129
O (-6.96528, -1.60103, -1.88310)  -0.473
O (-1.25314, -1.95920, 1.42172)  -0.460
O (3.97468, -3.78707, 0.29801)  -0.428
O (-3.41289, -2.69192, 1.83505)  -0.332
N (-2.99331, -0.84044, -1.15464)  -0.365
C (6.92498, -6.04902, 1.00501)  -0.953
C (-3.98129, -0.28347, -0.46122)  0.289
C (5.18128, -5.34978, -1.08392)  -0.078
C (-2.34129, -2.32516, 1.63271)  0.872
C (5.89258, -5.22852, 0.92090)  0.972
C (0.24189, 3.22015, 1.72030)  -0.258
C (4.92686, -4.70095, 0.16163)  0.256
C (-5.31918, -0.50387, -0.66192)  -0.517
C (-4.65456, -1.98658, -2.43898)  -0.615
C (-5.66862, -1.38670, -1.68649)  0.909
C (6.19164, -6.26883, -1.29611)  -0.781
C (7.07108, -6.62499, -0.28139)  -0.016
C (-3.34868, -1.68237, -2.13810)  -0.496
H (-4.88348, -2.67218, -3.24372)  0.353
H (4.07771, -3.26887, 1.10840)  0.339
H (-2.53867, -2.12560, -2.70478)  0.409
H (6.30478, -6.70319, -2.27923)  0.413
H (-6.08013, -0.02390, -0.06483)  0.497
H (-7.12735, -2.21452, -2.61120)  0.318
H (4.55179, -4.97317, -1.88612)  0.425
H (-0.13986, 3.97652, 2.39473)  0.292
H (1.31148, 3.30919, 1.57930)  0.304
H (7.49223, -6.35140, 1.87532)  0.436
H (7.83571, -7.38155, -0.39832)  0.414

Record 3
Molecular formula: C13H11ClN2O3
Method: DFT, ωB97M-V/def2-TZVPD

Calculated values
SMILES string: O=Cc1cn(CCC(=O)O)nc1-c1cccc(Cl)c1
E_LUMO in eV: 0.30

Last column: Mulliken charge in e.
Positions of all 30 atoms, in Å:
Cl (2.91141, 3.79541, 2.98450)  -0.224
O (0.12284, -5.33349, -1.66255)  -0.492
O (0.36105, 3.33712, -2.66393)  -0.529
O (-1.71666, -4.49872, -2.56458)  -0.531
N (-0.73819, -0.57435, -1.45541)  0.789
N (-0.52767, -0.40484, -0.14933)  -0.915
C (-0.68819, -4.31462, -1.98623)  0.701
C (1.29130, 2.23209, 1.50967)  -0.684
C (-0.11500, 0.84121, 0.01589)  0.241
C (-0.06332, 1.50455, -1.24455)  0.069
C (-1.18233, -1.85085, -1.94476)  -0.796
C (-0.47007, 0.53301, -2.15335)  -0.419
C (0.22638, 1.35139, 1.33715)  0.767
C (-0.50861, 0.93725, 2.44672)  -0.682
C (0.22913, 2.88995, -1.55031)  -0.274
C (-0.18365, -2.94453, -1.56239)  -0.559
C (-0.19910, 1.41691, 3.70490)  -0.494
C (0.84667, 2.30793, 3.88060)  -0.499
C (1.58719, 2.70186, 2.77738)  0.211
H (-1.32148, 0.24336, 2.30278)  0.428
H (-0.58918, 0.59845, -3.21561)  0.468
H (-1.29713, -1.79666, -3.02827)  0.233
H (-2.15454, -2.09184, -1.50406)  0.274
H (0.91777, -5.05518, -1.18901)  0.349
H (-0.04248, -2.92548, -0.47799)  0.409
H (0.30334, 3.54229, -0.65883)  0.436
H (1.90078, 2.52848, 0.67036)  0.593
H (-0.77528, 1.09834, 4.56029)  0.381
H (0.78335, -2.75737, -2.03858)  0.320
H (1.09167, 2.68833, 4.85949)  0.429

Record 4
Molecular formula: C13H11F5N2O5RuS2
Method: DFT, ωB97M-V/def2-TZVPD

Calculated values
⟨S²⟩: 6.040
E_LUMO (alpha / beta) in eV: -8.73 / -9.87
Net charge: +2
Spin multiplicity: 5

Last column: Mulliken charge in e.
Positions of all 39 atoms, in Å:
Ru (-0.80331, -0.08266, -0.52054)  1.158
S (0.16583, -0.44273, 1.86869)  -0.306
S (-2.89900, 0.41863, 0.35424)  -0.123
F (-1.62129, 5.53033, 2.84072)  -0.214
F (-0.43716, 2.03708, -0.05581)  -0.214
F (-3.98105, 4.33426, 3.36686)  -0.215
F (-4.57377, 1.97502, 2.20378)  -0.255
F (0.14959, 4.39073, 1.11425)  -0.246
O (2.51174, 0.44538, -3.20931)  -0.394
O (-1.37069, -1.88708, -1.09811)  -0.711
O (-0.95150, -0.11412, -3.02181)  -0.498
O (1.24250, -0.10419, -1.46116)  -0.418
O (-2.28539, -3.35251, -2.55342)  -0.489
N (2.44308, -1.47751, 2.81569)  -0.124
N (1.84404, -2.35931, 0.91869)  0.043
C (-3.43346, 2.56420, 1.94606)  0.215
C (1.54000, -1.46935, 1.85286)  0.340
C (1.39185, 0.08296, -2.67204)  0.379
C (-0.99427, 3.81129, 1.39407)  -0.174
C (0.29279, -0.12366, -3.68718)  -0.244
C (-1.91240, 4.40143, 2.27659)  0.657
C (3.06121, -3.11580, 1.25105)  -0.448
C (3.51993, -2.44135, 2.56114)  -0.443
C (-2.52185, 1.93783, 1.07515)  0.361
C (-1.85459, -2.28129, -2.25791)  0.659
C (-1.87359, -1.14222, -3.34393)  -0.439
C (-3.13024, 3.77603, 2.54394)  0.227
C (-1.32166, 2.61095, 0.82838)  0.410
H (0.47835, -1.07562, -4.19402)  0.442
H (1.22329, -2.60531, 0.16923)  0.114
H (0.32632, 0.67636, -4.42835)  0.403
H (2.40427, -0.89741, 3.63661)  0.187
H (3.23492, 0.57711, -2.57558)  0.411
H (3.79765, -3.01922, 0.45601)  0.295
H (-2.88124, -0.72623, -3.30819)  0.350
H (4.47197, -1.92384, 2.45170)  0.295
H (2.83343, -4.17157, 1.38650)  0.312
H (-1.69687, -1.60981, -4.30948)  0.385
H (3.61055, -3.14681, 3.38463)  0.312

Record 5
Molecular formula: C13H11N2
Method: DFT, ωB97M-V/def2-TZVPD

Calculated values
SMILES string: C1=CCC(c2nc3ccccc3c[nH+]2)=C1
E_LUMO in eV: -4.83
Net charge: +1

Last column: Mulliken charge in e.
Positions of all 26 atoms, in Å:
N (-0.22202, -0.71095, 0.06216)  -0.446
N (0.16940, 1.58020, 0.02512)  -0.071
C (2.00149, -0.07344, 0.17117)  -0.079
C (4.02601, -1.22643, -0.09303)  -0.693
C (-3.74711, -1.45209, 0.01081)  -0.483
C (-2.40014, -1.74169, 0.01757)  -0.486
C (-2.12239, 0.71132, 0.05353)  1.065
C (-1.28834, 1.79644, 0.06333)  -0.436
C (4.37223, 0.07347, 0.10829)  -0.485
C (-3.51426, 0.95664, -0.00577)  -0.934
C (3.12545, 0.88995, -0.08040)  -0.627
C (-1.53984, -0.58023, 0.11276)  0.459
C (2.59342, -1.36594, 0.07839)  -0.008
C (0.64119, 0.26876, 0.09910)  0.258
C (-4.28248, -0.15946, 0.01849)  -0.397
H (3.18827, 1.87848, 0.40841)  0.414
H (4.78903, -2.08377, -0.17030)  0.324
H (-1.48514, 2.87631, 0.13447)  0.418
H (2.03154, -2.34153, 0.06566)  0.432
H (-5.39229, -0.23922, -0.05954)  0.324
H (-4.38359, -2.21860, -0.13730)  0.498
H (5.23294, 0.64019, 0.19323)  0.524
H (0.81772, 2.26324, 0.37377)  0.308
H (-1.81960, -2.70109, -0.13205)  0.386
H (3.24121, 1.11203, -1.14206)  0.308
H (-4.03268, 1.84738, -0.17580)  0.428

Record 6
Molecular formula: C13H12ClN5O4S
Method: DFT, ωB97M-V/def2-TZVPD

Calculated values
SMILES string: O=C(NNc1ccccn1)C(=O)NNS(=O)(=O)c1ccc(Cl)cc1
E_LUMO in eV: 0.39

Last column: Mulliken charge in e.
Positions of all 36 atoms, in Å:
Cl (-3.24945, -4.42377, 0.04125)  -0.213
S (-3.73990, 1.78116, 0.33175)  1.320
O (0.93939, 3.07708, 0.05205)  -0.735
O (-5.08320, 2.20615, 0.07841)  -0.681
O (-3.04272, 2.28442, 1.47929)  -0.651
O (-0.93744, 0.23168, -0.78664)  -0.601
N (3.30612, -1.03887, -0.18668)  -0.443
N (2.82859, 1.09054, 0.50881)  -0.564
N (-1.50543, 2.44968, -0.84522)  -0.161
N (1.53411, 0.88918, 0.06296)  0.021
N (-2.85323, 2.22697, -1.06809)  -0.442
C (6.01382, -0.66269, 0.26814)  -0.343
C (5.53267, -1.88916, -0.18149)  -0.515
C (-4.12169, -2.03886, -0.83973)  -0.727
C (-2.80024, -2.03581, 1.19017)  -0.697
C (-0.68011, 1.40670, -0.61412)  0.536
C (-3.63062, 0.00573, 0.28176)  -0.080
C (-3.40040, -2.71306, 0.13730)  0.408
C (5.12966, 0.37120, 0.48768)  -0.539
C (0.68188, 1.89512, -0.13781)  0.678
C (4.17241, -2.01802, -0.39052)  -0.433
C (-2.91834, -0.65937, 1.25848)  -0.022
C (-4.23580, -0.66267, -0.76288)  -0.427
C (3.77103, 0.13278, 0.24323)  0.681
H (5.45898, 1.33756, 0.83498)  0.323
H (-1.20184, 3.33274, -0.43132)  0.309
H (1.31205, -0.07735, -0.16235)  0.475
H (3.73949, -2.94526, -0.74115)  0.389
H (-3.29621, 2.96972, -1.59142)  0.302
H (3.07560, 2.07151, 0.56410)  0.327
H (7.07035, -0.52030, 0.44120)  0.389
H (-4.78539, -0.10068, -1.49992)  0.393
H (-2.46173, -0.09076, 2.05269)  0.515
H (-4.57795, -2.58741, -1.64854)  0.415
H (-2.24433, -2.58026, 1.93689)  0.422
H (6.19987, -2.71561, -0.36328)  0.372

Record 7
Molecular formula: C13H12HfN3O
Method: DFT, ωB97M-V/def2-TZVPD

Calculated values
E_LUMO in eV: -4.48
Net charge: +1

Last column: Mulliken charge in e.
Positions of all 30 atoms, in Å:
Hf (-0.06148, -1.12394, -0.12726)  1.245
O (-1.31084, 2.95707, 0.23421)  -0.663
N (-2.23753, -0.46035, -0.04102)  -0.259
N (-0.03605, 1.04440, 0.01620)  -0.172
N (2.12014, -0.44546, -0.05211)  -0.219
C (-1.19237, 1.76119, 0.10199)  0.031
C (-4.77697, 0.58605, -0.02155)  -0.180
C (4.70410, 0.47553, -0.02573)  -0.155
C (-0.05183, -3.17021, 0.00471)  -0.907
C (-2.42754, 0.87894, 0.02910)  0.611
C (3.65198, 1.36646, 0.03052)  -0.883
C (4.45504, -0.89299, -0.09036)  -0.782
C (-3.30215, -1.28186, -0.08972)  0.087
C (1.18462, 1.81753, 0.09989)  -0.373
C (-3.67820, 1.43479, 0.03641)  -0.610
C (3.15472, -1.31891, -0.10144)  0.044
C (2.35691, 0.88653, 0.01958)  0.339
C (-4.58759, -0.78715, -0.08163)  -0.745
H (-3.09826, -2.34169, -0.13601)  0.376
H (1.24224, 2.38620, 1.02825)  0.382
H (0.82832, -3.82969, 0.02864)  0.246
H (1.25447, 2.55324, -0.70072)  0.389
H (-5.42299, -1.47389, -0.12414)  0.399
H (5.25902, -1.61592, -0.13230)  0.403
H (-0.92887, -3.82803, 0.09827)  0.232
H (-3.76157, 2.51294, 0.09264)  0.481
H (-5.78090, 0.99645, -0.01735)  0.452
H (2.89882, -2.36725, -0.14862)  0.330
H (3.82065, 2.43630, 0.08658)  0.466
H (5.72412, 0.84371, -0.01702)  0.432

Record 8
Molecular formula: C13H12N3O3
Method: DFT, ωB97M-V/def2-TZVPD

Calculated values
E_LUMO in eV: 2.79
Net charge: -1

Last column: Mulliken charge in e.
Positions of all 31 atoms, in Å:
O (1.52198, 2.40622, -1.95686)  -0.655
O (1.03272, -0.57111, 4.06723)  -0.475
O (2.16683, 0.69801, -0.73839)  -0.607
N (-2.33274, -2.58729, -0.96948)  -0.818
N (1.43224, 1.24335, -1.57199)  1.029
N (-3.35191, 0.80083, -3.66964)  -0.761
C (-0.80260, 1.18845, 1.49737)  -0.368
C (-2.22156, -1.44905, -1.25682)  0.339
C (-0.56128, 0.37228, 0.36699)  0.255
C (0.45443, -0.35145, 2.85639)  1.040
C (-2.03362, -0.12399, -1.64680)  -0.014
C (0.28625, 0.47384, -2.23848)  0.125
C (-2.77234, 0.37081, -2.73914)  -0.115
C (0.62926, -1.19553, 1.75729)  -0.672
C (1.88878, -1.74460, 4.15908)  -0.814
C (-0.98321, 0.70527, -1.07025)  -0.094
C (0.06885, -0.83153, 0.54484)  -0.506
C (0.19181, 1.04975, -3.67261)  -1.383
C (-0.31107, 0.83436, 2.73583)  -0.688
H (2.22119, -1.75414, 5.20067)  0.233
H (1.22531, -2.09722, 1.83485)  0.302
H (-1.37964, 2.12405, 1.39685)  0.367
H (-0.45317, 1.45074, 3.64481)  0.343
H (2.74169, -1.65159, 3.48161)  0.337
H (1.09792, 1.40051, -4.22466)  0.367
H (0.17771, -1.51238, -0.27248)  0.215
H (-0.46115, 1.91117, -3.56179)  0.319
H (-0.26254, 0.30960, -4.34952)  0.367
H (0.55960, -0.60371, -2.28508)  0.262
H (-1.10900, 1.79520, -1.24499)  0.761
H (1.33928, -2.66084, 3.92517)  0.310